18
Properties=species:S:1:pos:R:3:nbo_charge:R:1 method="wB97M-V/def2-TZVPD" e_lumo_ha=0.02376 homo_lumo_gap_ev=10.024 smiles=N[C@@H](CO)CCO e_homo_ev=-9.38 de_lowest_kcal_mol=44.6
N -0.871 0.736 0.649 -0.8518
C -0.292 -0.385 -0.007 -0.0524
C -1.067 -0.921 -1.319 -0.0865
O -2.442 -0.783 -1.061 -0.7128
C 1.136 -0.124 -0.510 -0.4506
C 1.979 0.113 0.731 -0.0596
O 1.815 1.372 1.421 -0.7498
H -1.664 0.470 1.195 0.3662
H -1.190 1.440 -0.022 0.3699
H -0.325 -1.263 0.764 0.1778
H -0.773 -1.980 -1.522 0.1616
H -0.954 -0.306 -2.239 0.1804
H -2.581 -1.226 -0.173 0.4512
H 1.144 0.759 -1.193 0.2094
H 1.364 -1.006 -1.105 0.2187
H 3.041 0.188 0.665 0.1948
H 1.630 -0.714 1.398 0.1443
H 0.883 1.681 1.445 0.4890

18
Properties=species:S:1:pos:R:3:nbo_charge:R:1 method="wB97M-V/def2-TZVPD" e_lumo_ha=0.02727 homo_lumo_gap_ev=10.423 smiles="CC(C)C(N)=O.O" e_homo_ev=-9.68 de_lowest_kcal_mol=20.3
C 0.076 -0.262 -1.731 -0.6315
C -0.786 -0.294 -0.424 -0.3113
C -0.993 1.088 0.188 -0.6508
C -0.136 -1.347 0.520 0.6765
N -0.595 -1.239 1.799 -0.8296
O 0.409 -2.340 0.086 -0.6143
H 1.044 -0.806 -1.533 0.2269
H 0.430 0.721 -1.981 0.2052
H -0.303 -0.816 -2.582 0.2274
H -1.725 -0.813 -0.644 0.2357
H -1.400 1.653 -0.687 0.2220
H -1.821 0.972 0.897 0.1962
H -0.321 1.820 0.625 0.2500
H -1.032 -0.379 2.067 0.3919
H -0.610 -2.018 2.434 0.4044
O 2.415 1.698 0.431 -0.9365
H 2.064 0.991 -0.121 0.4681
H 3.284 1.368 0.657 0.4697

18
Properties=species:S:1:pos:R:3:nbo_charge:R:1 method="wB97M-V/def2-TZVPD" e_lumo_ha=0.03280 homo_lumo_gap_ev=9.965 smiles="C=C=N.CO.CO" e_homo_ev=-9.07 de_lowest_kcal_mol=75.1
C -1.661 -1.170 -0.622 -0.7831
C -0.557 -1.479 -1.277 0.5312
N 0.183 -1.894 -2.141 -0.6249
H -2.526 -0.820 -1.163 0.2597
H -1.791 -1.547 0.379 0.2548
H 1.073 -1.470 -2.359 0.3935
C 2.476 -0.229 -0.130 -0.2495
O 1.203 -0.503 0.397 -0.7697
H 2.417 0.307 -1.084 0.1509
H 3.075 0.369 0.566 0.1678
H 2.977 -1.184 -0.292 0.1763
H 0.662 0.345 0.461 0.5005
C -1.305 1.748 1.520 -0.2495
O -0.676 1.381 0.312 -0.7763
H -1.334 0.910 2.226 0.1660
H -2.328 2.093 1.341 0.1673
H -0.730 2.564 1.957 0.1860
H -1.160 0.579 -0.091 0.4988

18
Properties=species:S:1:pos:R:3:nbo_charge:R:1 method="wB97M-V/def2-TZVPD" e_lumo_ha=0.03237 homo_lumo_gap_ev=9.852 smiles="CN(C)CC=O.O" e_homo_ev=-8.97 de_lowest_kcal_mol=48.3
C 0.882 0.865 -0.704 -0.4256
N 1.008 -0.391 0.023 -0.4381
C 1.870 -0.210 1.165 -0.4133
C -0.309 -0.911 0.298 -0.3372
C -0.778 -1.838 -0.819 0.4443
O -1.814 -1.654 -1.400 -0.5317
H 0.479 1.753 -0.209 0.1870
H 0.355 0.723 -1.652 0.2026
H 1.883 1.125 -1.080 0.1956
H 2.866 0.135 0.920 0.2124
H 1.368 0.326 2.002 0.1712
H 1.951 -1.163 1.699 0.1961
H -0.314 -1.518 1.219 0.2134
H -1.156 -0.245 0.495 0.2067
H -0.121 -2.666 -1.135 0.1149
O -2.637 1.937 0.061 -0.9600
H -2.946 1.103 -0.292 0.4843
H -2.587 2.630 -0.590 0.4774

18
Properties=species:S:1:pos:R:3:nbo_charge:R:1 method="wB97M-V/def2-TZVPD" e_lumo_ha=0.03252 homo_lumo_gap_ev=9.543 smiles="COC=O.CNC" e_homo_ev=-8.66 de_lowest_kcal_mol=38.3
C 1.474 0.134 -2.251 -0.2834
O 0.196 0.755 -2.125 -0.5019
C -0.046 1.453 -1.019 0.6320
O 0.750 1.733 -0.155 -0.5915
H 2.131 0.430 -1.437 0.2153
H 1.332 -0.948 -2.253 0.1959
H 1.911 0.455 -3.201 0.1974
H -1.060 1.879 -1.090 0.1329
C 0.508 -0.838 1.491 -0.4311
N -0.746 -1.038 0.809 -0.6137
C -1.856 -0.380 1.475 -0.4168
H 1.267 -1.482 1.048 0.1912
H 0.845 0.234 1.352 0.1974
H 0.407 -1.100 2.544 0.1919
H -0.662 -0.627 -0.144 0.3321
H -2.006 -0.850 2.447 0.1928
H -2.756 -0.509 0.877 0.1971
H -1.688 0.698 1.632 0.1625

18
Properties=species:S:1:pos:R:3:nbo_charge:R:1 method="wB97M-V/def2-TZVPD" e_lumo_ha=0.02292 homo_lumo_gap_ev=10.020 smiles="CCNCC=O.O" e_homo_ev=-9.40 de_lowest_kcal_mol=42.0
C 2.393 -1.659 0.478 -0.6149
C 1.292 -1.173 -0.433 -0.2190
N 0.434 -0.193 0.235 -0.6129
C -0.736 0.129 -0.564 -0.3323
C -1.970 -0.316 0.220 0.4433
O -2.658 -1.253 -0.067 -0.5118
H 2.844 -0.810 0.987 0.2011
H 2.160 -2.335 1.302 0.2172
H 3.163 -2.178 -0.094 0.2118
H 1.743 -0.816 -1.362 0.1698
H 0.635 -2.015 -0.700 0.1939
H 1.017 0.633 0.317 0.3582
H -0.816 -0.445 -1.498 0.2061
H -0.890 1.193 -0.752 0.1922
H -2.098 0.185 1.204 0.0964
O -1.970 3.987 0.422 -0.9271
H -1.776 3.043 0.438 0.4594
H -2.765 4.022 -0.134 0.4686